No. 1
Here is C17H17N5O3S2 in the gas phase from the Open Molecules 2025 dataset. Energies are from wB97M-V/def2-TZVPD.

## Properties
* energy relative to the best compared isomer or geometry (same formula, charge and spin): 23.7 kcal/mol
* multiplicity: 1
* HOMO: -8.3 eV

Each line ends with the Löwdin charge.
Geometry (Å):
1 N 4.148 0.969 2.411  0.097
2 N 3.248 1.099 1.365  -0.162
3 C 2.039 1.722 1.445  0.017
4 C 1.444 1.571 0.213  -0.233
5 C 0.142 2.022 -0.245  -0.169
6 C -0.792 2.553 0.643  -0.025
7 C -2.023 2.985 0.186  -0.114
8 C -2.350 2.874 -1.157  -0.094
9 C -1.428 2.345 -2.045  -0.082
10 C -0.190 1.930 -1.595  -0.046
11 N 2.283 0.869 -0.610  0.130
12 C 3.344 0.600 0.104  -0.638
13 S 4.724 -0.359 -0.384  0.976
14 C 3.854 -1.753 -1.192  -0.342
15 C 2.560 -1.995 -0.432  -0.554
16 O 2.559 -2.378 0.715  0.070
17 N 1.452 -1.711 -1.169  0.125
18 C 0.136 -1.566 -0.728  -0.211
19 C -0.810 -1.154 -1.669  -0.020
20 C -2.120 -0.944 -1.290  -0.057
21 C -2.484 -1.151 0.025  -0.286
22 S -4.170 -0.827 0.522  0.598
23 N -4.094 0.678 1.240  -0.047
24 O -4.551 -1.748 1.548  -0.293
25 O -4.981 -0.686 -0.648  -0.295
26 C -1.565 -1.577 0.963  -0.045
27 C -0.250 -1.790 0.592  0.015
28 H 4.872 1.685 2.364  0.101
29 H 4.593 0.054 2.354  0.080
30 H 1.735 2.215 2.343  0.121
31 H -0.549 2.634 1.692  0.109
32 H -2.725 3.427 0.879  0.107
33 H -3.315 3.207 -1.509  0.107
34 H -1.675 2.267 -3.093  0.108
35 H 0.548 1.542 -2.279  0.107
36 H 3.707 -1.510 -2.242  0.075
37 H 4.526 -2.604 -1.085  0.085
38 H 1.604 -1.362 -2.105  0.137
39 H -0.512 -0.995 -2.695  0.119
40 H -2.873 -0.628 -1.993  0.115
41 H -3.789 1.402 0.609  0.025
42 H -3.582 0.677 2.106  0.070
43 H -1.893 -1.754 1.975  0.117
44 H 0.477 -2.123 1.313  0.105

=====

No. 2
Here is C17H17N9O2 in the gas phase at a distorted geometry from the Open Molecules 2025 dataset. Energies are from wB97M-V/def2-TZVPD.

## Properties
* energy relative to the best compared isomer or geometry (same formula, charge and spin): 2.1 kcal/mol
* multiplicity: 1
* HOMO: -9.0 eV

Each line ends with the Löwdin charge.
Geometry (Å):
1 C 1.128 0.942 -1.724  -0.021
2 C -0.116 0.547 -1.026  -0.258
3 N -1.317 0.665 -1.538  0.129
4 N -2.175 0.125 -0.604  0.011
5 C -3.591 0.015 -0.729  -0.144
6 N -4.333 -0.493 0.254  0.120
7 C -5.656 -0.567 0.109  -0.170
8 N -6.353 -0.114 -0.955  0.154
9 C -5.613 0.391 -1.921  -0.347
10 N -6.134 1.022 -3.026  0.139
11 C -5.101 1.568 -3.599  -0.137
12 N -3.926 1.206 -2.982  0.116
13 C -4.255 0.512 -1.858  -0.144
14 C -1.467 -0.364 0.526  -0.132
15 C -0.160 -0.152 0.269  -0.044
16 C 0.881 -0.604 1.239  -0.275
17 O 2.106 -0.911 0.582  -0.136
18 C 3.276 -0.409 1.245  -0.165
19 C 4.425 -1.365 0.931  -0.109
20 N 4.101 -2.651 1.514  -0.155
21 C 3.271 -3.621 0.958  -0.098
22 C 3.302 -4.694 1.775  -0.071
23 C 4.210 -4.296 2.830  -0.167
24 N 4.679 -3.085 2.675  0.079
25 C 0.481 -1.881 1.999  -0.006
26 C -0.969 -1.782 2.420  -0.432
27 O -1.360 -2.341 3.432  0.071
28 N -1.878 -1.052 1.680  0.178
29 H 1.848 0.113 -1.678  0.084
30 H 0.920 1.146 -2.771  0.078
31 H 1.541 1.830 -1.261  0.083
32 H -6.175 -0.933 0.977  0.106
33 H -5.195 2.174 -4.481  0.123
34 H -2.969 1.512 -3.211  0.149
35 H 0.982 0.208 1.943  0.155
36 H 3.527 0.570 0.787  0.129
37 H 3.144 -0.327 2.328  0.132
38 H 5.320 -1.007 1.439  0.125
39 H 4.658 -1.420 -0.128  0.126
40 H 2.715 -3.514 0.038  0.122
41 H 2.899 -5.675 1.624  0.088
42 H 4.464 -4.952 3.652  0.096
43 H 0.604 -2.772 1.393  0.128
44 H 1.121 -1.997 2.902  0.149
45 H -2.874 -1.142 1.916  0.144

=====

No. 3
Here is C17H17NO3S in the gas phase at a distorted geometry from the Open Molecules 2025 dataset. Energies are from wB97M-V/def2-TZVPD.

## Properties
* energy relative to the best compared isomer or geometry (same formula, charge and spin): 35.6 kcal/mol
* multiplicity: 1
* HOMO: -8.2 eV

Each line ends with the Löwdin charge.
Geometry (Å):
1 O 1.295 1.747 -0.989  0.050
2 C 1.511 0.934 -0.119  -0.584
3 C 2.797 0.916 0.688  -0.374
4 S 4.250 0.595 -0.361  0.884
5 C 4.017 -1.179 -0.738  -0.420
6 C 2.821 -1.465 -1.591  -0.313
7 C 2.563 -0.705 -2.724  -0.060
8 C 1.462 -0.979 -3.514  -0.069
9 C 0.614 -2.024 -3.186  -0.096
10 C 0.868 -2.789 -2.061  -0.106
11 C 1.963 -2.507 -1.263  -0.065
12 N 0.634 -0.039 0.216  0.081
13 C -0.682 -0.132 -0.386  -0.127
14 C -1.751 0.305 0.582  -0.207
15 C -2.632 -0.611 1.132  -0.046
16 C -3.610 -0.233 2.051  0.008
17 C -3.658 1.094 2.398  -0.207
18 C -2.768 2.024 1.853  -0.192
19 C -1.809 1.655 0.945  0.064
20 O -3.036 3.262 2.369  0.039
21 C -4.129 3.091 3.244  -0.159
22 O -4.504 1.730 3.266  0.034
23 H 2.974 1.913 1.092  0.083
24 H 2.783 0.184 1.496  0.077
25 H 4.936 -1.452 -1.261  0.082
26 H 3.978 -1.723 0.208  0.078
27 H 3.221 0.114 -2.973  0.106
28 H 1.266 -0.376 -4.387  0.107
29 H -0.245 -2.239 -3.805  0.102
30 H 0.212 -3.608 -1.802  0.103
31 H 2.158 -3.107 -0.385  0.111
32 H 0.827 -0.657 0.988  0.145
33 H -0.851 -1.160 -0.716  0.107
34 H -0.659 0.528 -1.257  0.132
35 H -2.570 -1.648 0.839  0.108
36 H -4.298 -0.946 2.473  0.117
37 H -1.127 2.373 0.520  0.130
38 H -4.979 3.702 2.898  0.140
39 H -3.843 3.411 4.259  0.139

=====

No. 4
Here is a molecular structure, C17H18BCoF4N4O3S at a distorted geometry from the Open Molecules 2025 dataset. Energies are from wB97M-V/def2-TZVPD.

## Properties
* multiplicity: 1
* HOMO: -8.3 eV

Each line ends with the Löwdin charge.
Geometry (Å):
1 Co 0.577 -0.045 0.654  0.511
2 C 2.388 0.524 -3.056  -0.001
3 C 1.638 0.606 -1.774  -0.220
4 N 1.151 -0.398 -1.138  -0.077
5 N 1.151 -1.655 -1.654  0.042
6 C 0.058 -2.245 -1.211  -0.803
7 N -0.190 -3.510 -1.596  0.098
8 S -1.107 -1.457 -0.194  0.828
9 C 1.265 1.900 -1.166  -0.194
10 C 1.690 3.129 -1.633  0.006
11 C 1.222 4.273 -0.995  -0.036
12 C 0.346 4.147 0.066  -0.012
13 C -0.038 2.877 0.479  -0.035
14 N 0.410 1.787 -0.130  0.068
15 H 2.410 -0.501 -3.413  0.074
16 H 3.413 0.866 -2.895  0.096
17 H 1.937 1.167 -3.811  0.092
18 H 0.377 -3.904 -2.328  0.104
19 H -1.071 -3.938 -1.380  0.089
20 H 2.373 3.193 -2.467  0.114
21 H 1.544 5.250 -1.330  0.114
22 H -0.044 5.011 0.584  0.117
23 H -0.713 2.725 1.311  0.106
24 C 2.711 -6.261 2.043  -0.071
25 O 3.849 -5.416 2.061  -0.065
26 C 3.652 -4.093 1.887  -0.271
27 C 4.837 -3.314 1.901  -0.004
28 C 4.731 -1.968 1.751  -0.024
29 C 3.483 -1.324 1.551  -0.094
30 C 3.401 0.092 1.442  -0.314
31 C 4.587 0.972 1.731  0.011
32 O 2.365 0.703 1.095  -0.008
33 C 2.303 -2.117 1.515  -0.278
34 O 1.102 -1.672 1.357  -0.153
35 C 2.421 -3.517 1.708  0.069
36 H 3.087 -7.273 2.161  0.093
37 H 2.176 -6.174 1.094  0.095
38 H 2.033 -6.022 2.865  0.100
39 H 5.787 -3.808 2.041  0.117
40 H 5.633 -1.372 1.768  0.110
41 H 5.201 0.593 2.543  0.084
42 H 4.222 1.966 1.976  0.092
43 H 5.211 1.046 0.837  0.099
44 H 1.502 -4.082 1.706  0.118
45 F -1.879 0.887 1.726  0.074
46 B -1.161 0.965 2.939  -1.220
47 F -1.097 2.283 3.354  0.137
48 F -1.659 0.124 3.887  0.178
49 F 0.232 0.552 2.604  0.047

=====

No. 5
Here is 2 unconnected molecules or ions with the total composition C17H18BF3N3O2S2 at a distorted geometry from the Open Molecules 2025 dataset. Energies are from wB97M-V/def2-TZVPD.

## Properties
* energy relative to the best compared isomer or geometry (same formula, charge and spin): 0.0 kcal/mol
* net charge: -1
* multiplicity: 1
* HOMO: -4.6 eV

Each line ends with the Löwdin charge.
Geometry (Å):
1 C 3.005 -2.990 0.034  -0.064
2 C 2.567 -1.702 0.647  -0.260
3 C 1.915 -1.685 1.880  -0.041
4 C 1.502 -0.477 2.422  -0.090
5 C 1.707 0.725 1.757  -0.096
6 C 2.346 0.725 0.515  -0.248
7 C 2.510 2.030 -0.256  -0.045
8 B 1.096 2.226 -0.881  -0.357
9 C 0.018 3.175 -0.223  -0.082
10 C -1.413 2.587 -0.169  -0.259
11 C -1.638 1.839 1.146  -0.506
12 S -3.107 0.805 1.144  0.952
13 C -2.509 -0.658 0.397  -1.015
14 S -0.998 -0.909 -0.121  0.856
15 N -3.515 -1.634 0.327  -0.158
16 C -3.308 -2.996 0.269  -0.079
17 C -4.542 -3.548 0.205  -0.147
18 N -5.523 -2.577 0.216  0.058
19 C -4.881 -1.452 0.299  -0.207
20 N 0.656 1.509 -2.105  0.175
21 C 1.610 0.667 -2.751  -0.482
22 O 2.580 0.997 -3.337  0.210
23 F 1.236 -0.613 -2.654  0.140
24 C -0.029 2.312 -3.047  -0.468
25 O -1.061 2.075 -3.574  0.211
26 F 0.639 3.462 -3.305  0.134
27 C 2.776 -0.489 -0.013  -0.025
28 H 2.436 -3.137 -0.893  0.074
29 H 4.053 -2.948 -0.271  0.072
30 H 2.789 -3.847 0.700  0.039
31 H 1.773 -2.659 2.359  0.066
32 H 0.999 -0.466 3.382  0.100
33 H 1.371 1.664 2.184  0.103
34 H 2.719 2.822 0.463  0.110
35 H 3.329 1.981 -0.969  0.108
36 H 0.327 3.403 0.798  0.102
37 H 0.000 4.104 -0.801  0.113
38 H -2.145 3.394 -0.221  0.109
39 H -1.613 1.922 -1.006  0.076
40 H -0.792 1.220 1.433  0.031
41 H -1.843 2.563 1.935  0.080
42 H -2.335 -3.453 0.283  0.109
43 H -4.768 -4.598 0.145  0.094
44 H -5.324 -0.472 0.337  0.096
45 H 3.292 -0.492 -0.969  0.115
46 F 2.094 -4.405 2.290  -0.706

=====

No. 6
Here is a molecular structure, C17H18BN7O3STi at a distorted geometry from the Open Molecules 2025 dataset. Energies are from wB97M-V/def2-TZVPD.

## Properties
* energy relative to the best compared isomer or geometry (same formula, charge and spin): 123.1 kcal/mol
* net charge: +2
* multiplicity: 1
* HOMO: -15.0 eV

Each line ends with the Löwdin charge.
Geometry (Å):
1 H 0.750 3.016 -0.110  0.124
2 N 0.328 1.541 -1.575  -0.052
3 B -0.019 0.232 -3.774  -0.414
4 N 0.301 1.552 -2.966  0.006
5 C 0.656 2.782 -3.390  0.002
6 Ti 0.105 -0.196 -0.237  1.228
7 H 0.753 2.993 -4.462  0.159
8 C 0.883 3.590 -2.289  0.010
9 H 1.187 4.619 -2.277  0.120
10 C 0.665 2.776 -1.151  -0.056
11 H 0.094 0.377 -4.953  0.129
12 C -0.981 -1.750 0.546  -0.074
13 H -1.052 -1.806 1.662  0.082
14 H -0.218 -2.458 0.236  0.098
15 H -1.927 -2.098 0.099  0.073
16 N -1.484 -0.181 -3.413  -0.018
17 N 0.941 -0.878 -3.199  0.020
18 N -1.672 -0.330 -2.069  -0.015
19 N 1.092 -1.080 -1.825  -0.078
20 C -2.645 -0.356 -4.072  0.002
21 C 1.797 -1.685 -3.837  0.003
22 H -2.683 -0.246 -5.121  0.135
23 H 1.903 -1.605 -4.940  0.171
24 C -3.635 -0.643 -3.147  0.001
25 C 2.477 -2.471 -2.920  0.022
26 C -3.007 -0.615 -1.881  -0.078
27 C 1.996 -2.078 -1.642  -0.047
28 H -4.656 -0.837 -3.278  0.103
29 H 3.238 -3.207 -3.101  0.124
30 H -3.385 -0.767 -0.892  0.099
31 H 2.241 -2.426 -0.667  0.122
32 H -1.440 -0.350 0.683  0.187
33 O 3.339 1.809 4.945  -0.254
34 S 2.811 0.513 4.460  0.659
35 O 3.518 -0.623 4.894  -0.215
36 N 2.656 0.555 2.863  0.042
37 C 1.388 0.438 2.496  -0.403
38 O 1.132 0.349 1.228  -0.112
39 C 0.370 0.355 3.530  -0.141
40 C -1.036 0.164 3.484  -0.033
41 C -1.776 0.041 4.651  -0.040
42 C -1.076 0.084 5.874  -0.007
43 C 0.334 0.248 5.911  0.025
44 C 1.051 0.393 4.725  -0.191
45 H -1.604 0.111 2.571  0.070
46 H -2.886 -0.086 4.654  0.138
47 H -1.666 -0.015 6.805  0.134
48 H 0.844 0.248 6.874  0.140

=====

> Which value of HOMO does entry 6 give?

-15.0 eV

=====

> What is the formula in the first record?

C17H17N5O3S2